A cluster of 16 separate species, C94H224N16O16 in total in a non-equilibrium geometry, computed with ωB97M-V/def2-TZVPD.

```
350
Properties=species:S:1:pos:R:3:forces:R:3
C -0.0025 -8.0356 26.6494 0.827 -0.219 -0.459
C -0.0461 -6.7319 27.4161 -1.682 0.119 -1.484
C -0.0798 -5.4909 26.4409 2.298 -0.971 0.723
O 1.2984 -5.3374 26.0348 -0.130 0.295 -0.652
C 1.4689 -4.4935 24.8771 -0.177 -1.361 0.995
N -1.2918 -6.7634 28.1954 0.749 0.805 1.369
H 0.0412 -8.8894 27.3255 -0.124 0.114 0.155
H 0.9060 -8.0760 26.0485 -0.013 -0.018 -0.250
H -0.8662 -8.1731 25.9988 -0.093 0.135 -0.053
H 0.8084 -6.7416 28.0927 -0.114 0.537 0.049
H -0.3423 -4.5235 26.8691 -0.601 -0.178 0.493
H -0.7529 -5.7563 25.6257 0.033 0.144 -0.385
H 0.9631 -5.0443 24.0841 -0.195 0.660 -0.537
H 2.5338 -4.4452 24.6498 -0.028 -0.014 0.149
H 1.0910 -3.4911 25.0782 -0.220 0.083 -0.273
H -1.1016 -5.9705 28.7915 -0.594 0.114 0.940
H -2.1181 -6.4420 27.7115 -0.009 -0.224 -0.808
C -4.6402 -7.8145 24.6344 -0.822 -1.563 0.073
C -3.4394 -6.9681 24.4165 1.165 0.211 0.023
C -2.5183 -7.4638 23.3256 1.307 -1.109 -0.817
O -1.4069 -6.5839 23.1630 1.191 0.565 -0.535
C -0.3587 -7.0925 22.3159 -0.528 -1.194 -0.547
N -3.9097 -5.6482 24.0550 0.196 0.486 -0.581
H -5.3377 -7.4670 25.3965 0.292 0.429 0.047
H -4.4255 -8.8504 24.8972 0.375 -0.048 0.121
H -5.2280 -7.9004 23.7205 -0.052 0.240 -0.233
H -2.7756 -6.9248 25.2800 -0.293 0.158 0.480
H -3.0060 -7.5695 22.3566 -0.507 0.102 -0.247
H -2.0447 -8.4271 23.5150 -0.450 -0.524 0.481
H -0.7016 -7.5648 21.3953 -1.027 0.642 -0.506
H 0.1518 -8.0009 22.6354 0.185 0.098 1.456
H 0.4207 -6.4033 21.9909 -0.466 0.639 0.637
H -3.1554 -5.2138 23.5428 0.675 0.640 0.362
H -4.4869 -5.8673 23.2557 -1.137 0.389 -0.048
C -1.1521 -5.2628 11.3988 -0.590 2.145 0.411
C -2.0492 -3.9058 11.3996 1.886 -1.550 -0.309
C -1.1696 -2.6279 11.1862 -0.544 -1.339 -0.047
O -0.0001 -2.6811 11.9791 0.153 0.025 -0.180
C -0.2691 -2.5790 13.3571 -0.899 0.338 0.410
N -3.0553 -4.0382 10.3531 0.150 0.304 0.730
H -0.4831 -5.2962 10.5389 -0.288 -0.108 -0.280
H -1.8140 -6.1260 11.4687 0.103 0.080 -0.145
H -0.4811 -5.2199 12.2567 -0.103 -0.188 0.125
H -2.5038 -3.8802 12.3899 -0.358 0.147 -0.095
H -1.7579 -1.7187 11.3102 -0.122 0.242 0.761
H -0.8783 -2.5312 10.1403 0.438 -0.510 -0.092
H 0.6224 -2.4404 13.9688 0.207 -0.095 -0.443
H -0.8191 -3.4484 13.7174 0.136 -0.180 0.080
H -0.9221 -1.7190 13.5053 -0.050 0.205 0.313
H -3.5690 -3.1693 10.3874 -0.489 0.155 -0.436
H -2.5243 -4.0392 9.4939 -0.209 -0.024 -0.480
C -4.7832 -2.6538 22.1000 -0.225 0.130 0.006
C -5.0733 -1.1423 22.1003 -1.793 -1.808 -0.563
C -6.1813 -0.8675 21.0312 0.009 0.751 -0.388
O -6.1291 0.4832 20.5934 0.211 0.669 -0.937
C -7.1457 0.9266 19.6907 -0.058 -0.444 0.516
N -5.5040 -0.6854 23.4110 1.115 0.730 -0.045
H -3.9926 -2.9051 22.8071 -0.083 0.128 0.275
H -4.4067 -2.9708 21.1274 -0.270 -0.227 -0.229
H -5.6918 -3.1725 22.4059 0.126 -0.344 -0.178
H -4.1166 -0.7516 21.7535 -0.221 1.073 0.208
H -7.2124 -1.0045 21.3568 -0.089 -0.493 0.899
H -6.1113 -1.5079 20.1519 0.569 -0.276 -0.078
H -7.3404 0.2704 18.8425 0.302 -0.462 -0.025
H -6.8767 1.8879 19.2530 0.257 0.010 0.360
H -8.0973 1.0284 20.2125 -0.154 0.114 0.211
H -6.4126 -0.8971 23.7980 0.026 -0.464 -0.648
H -4.7756 -0.8745 24.0847 -0.033 0.052 0.272
C -3.0314 -0.4272 27.5759 0.645 0.465 -1.281
C -3.1281 -1.7813 26.8846 -0.494 -0.204 0.350
C -2.3261 -2.0704 25.6007 -0.645 2.772 -0.316
O -2.6188 -0.9423 24.6622 -0.278 -2.379 0.983
C -1.9090 -0.9893 23.4411 -0.218 1.417 0.273
N -2.7347 -2.7633 27.8708 -0.089 -1.604 0.775
H -2.0104 -0.0466 27.6020 0.190 -0.138 0.001
H -3.3644 -0.4817 28.6124 -0.338 0.009 -0.206
H -3.5942 0.2824 26.9694 -0.153 0.222 0.394
H -4.1843 -1.9434 26.6697 -0.286 0.201 -0.503
H -2.6570 -3.0154 25.1700 0.246 -0.126 -0.084
H -1.2600 -2.0039 25.8176 0.142 -0.454 0.003
H -0.8564 -0.8077 23.6583 0.259 -0.095 -0.317
H -2.3562 -0.1286 22.9438 0.563 0.209 -0.375
H -2.0236 -1.8029 22.7248 -0.218 -0.725 0.615
H -3.1903 -3.6382 27.6537 0.497 -0.794 -0.936
H -3.2865 -2.6472 28.7087 0.252 1.026 0.604
C -8.7822 -4.5724 25.7298 -0.837 0.333 -2.218
C -7.5738 -4.8913 24.8095 0.446 -0.893 2.320
C -7.7456 -4.8772 23.2829 0.044 -0.530 0.609
O -6.5908 -5.5072 22.6675 -0.058 0.184 0.774
C -6.6636 -5.7545 21.2675 -0.569 0.815 0.527
N -6.5127 -4.0107 25.2784 0.468 1.051 -0.896
H -8.5555 -4.5685 26.7960 0.210 -0.006 -0.258
H -9.6054 -5.2538 25.5154 0.069 -0.398 0.287
H -9.1965 -3.6217 25.3944 0.099 0.457 0.508
H -7.3365 -5.8967 25.1573 0.220 -0.678 -0.698
H -7.9522 -3.8348 23.0406 0.633 0.324 -0.712
H -8.6427 -5.4195 22.9842 -0.137 -0.294 0.119
H -5.7599 -6.1866 20.8377 0.402 0.085 0.644
H -6.7977 -4.7692 20.8210 -0.344 -0.270 -0.635
H -7.4494 -6.4794 21.0550 -0.419 0.267 -0.196
H -5.6101 -4.2109 24.8719 0.127 -0.294 -0.211
H -6.3788 -3.9774 26.2789 -0.401 -0.262 0.008
C -7.6506 -3.4477 18.7263 -0.795 -0.358 -0.419
C -8.3753 -2.7803 17.5122 0.197 -1.386 0.193
C -7.9776 -3.4560 16.1478 0.371 0.200 0.813
O -6.6731 -3.1325 15.7135 0.752 1.005 -0.634
C -6.3767 -3.7234 14.4586 -0.645 -0.367 -0.496
N -9.8268 -2.9869 17.7128 -0.229 -0.100 0.142
H -6.6222 -3.7719 18.5670 0.278 0.782 -0.099
H -8.1301 -4.3941 18.9763 -0.470 -0.134 -0.428
H -7.8069 -2.8803 19.6438 0.458 0.331 -0.103
H -8.3011 -1.6944 17.5716 1.261 0.063 -0.752
H -8.7289 -3.2035 15.3995 -0.028 0.115 -0.236
H -7.8447 -4.5373 16.1828 -1.321 -0.446 0.771
H -6.2775 -4.8080 14.5035 0.495 -0.269 0.490
H -5.5153 -3.2746 13.9638 0.173 0.016 0.537
H -7.1957 -3.6324 13.7451 -0.370 0.541 0.003
H -10.3584 -2.5961 16.9481 0.091 -0.171 -0.712
H -10.0730 -2.3085 18.4193 -0.187 -0.224 0.721
C 3.1557 0.7807 22.2379 0.181 0.161 -0.508
C 2.5308 -0.1511 23.2910 0.101 0.314 -0.936
C 2.9908 -1.6077 23.0310 0.698 -0.801 0.660
O 2.5226 -2.1442 21.7947 -0.026 -0.009 0.102
C 2.9919 -3.4588 21.4167 -0.917 0.760 0.438
N 2.8407 0.3078 24.6436 0.512 -0.826 0.427
H 2.9775 1.8486 22.3643 -0.471 0.001 0.441
H 2.8970 0.5815 21.1979 -0.264 -0.441 0.047
H 4.2430 0.7107 22.2687 0.222 -0.284 0.168
H 1.4470 -0.2103 23.1912 -0.135 0.332 -0.052
H 2.7421 -2.2443 23.8800 -0.867 0.004 0.127
H 4.0734 -1.7259 23.0770 0.587 0.600 -0.392
H 4.0486 -3.6190 21.6307 0.190 0.289 -0.401
H 2.6811 -3.5677 20.3776 0.647 0.130 -0.154
H 2.4608 -4.2690 21.9163 -0.245 0.084 0.581
H 2.4074 1.1592 24.9716 -0.612 -0.058 -0.555
H 3.8261 0.5085 24.7374 0.287 -0.254 -0.092
C 0.6668 -11.4863 17.1857 -0.291 1.555 -0.726
C 1.1439 -10.8611 18.5214 0.683 -1.405 -2.249
C 0.4178 -9.5845 18.9996 0.974 -0.788 0.908
O 0.9898 -8.3996 18.4581 -0.403 -1.012 0.317
C 0.2076 -7.2243 18.4622 -0.196 -0.320 -0.127
N 1.1773 -11.9369 19.4612 -0.743 -0.463 2.602
H 0.9714 -10.8503 16.3545 -0.236 0.248 -0.187
H -0.4212 -11.5516 17.1765 -0.153 -0.105 -0.039
H 1.0699 -12.4590 16.9036 0.200 -0.079 0.666
H 2.2201 -10.7243 18.4151 0.003 1.245 -0.327
H 0.6246 -9.6282 20.0689 -0.013 0.418 0.415
H -0.6690 -9.6345 18.9335 -0.203 0.036 -0.662
H -0.2826 -7.0132 19.4127 0.256 -0.063 0.271
H -0.5900 -7.3334 17.7273 -0.030 0.272 -0.239
H 0.9115 -6.4345 18.1998 -0.292 0.105 -0.078
H 1.5465 -12.7969 19.0813 0.068 0.239 -0.186
H 0.2828 -12.1649 19.8711 -0.223 -0.017 -0.018
C -3.7930 3.4852 21.0386 1.495 0.375 -0.554
C -3.5306 2.4080 22.0919 0.017 1.485 -0.222
C -2.6633 2.9469 23.3001 -0.608 -1.995 -1.326
O -1.3231 3.2821 22.9039 -0.873 0.516 0.133
C -0.4694 2.2223 22.4678 0.247 1.129 0.791
N -4.8487 2.0642 22.5144 -0.811 -1.065 1.051
H -2.8622 3.8657 20.6179 0.179 0.169 0.015
H -4.3323 4.3448 21.4364 -0.068 -0.147 0.296
H -4.3523 3.1128 20.1803 -0.174 -0.320 0.108
H -3.0371 1.5371 21.6605 0.427 -0.031 -0.361
H -2.6336 2.1843 24.0783 0.211 -0.611 -0.018
H -3.3100 3.6732 23.7923 0.877 1.152 -0.359
H 0.5175 2.6838 22.5020 0.142 -0.046 -0.076
H -0.6042 1.9001 21.4353 -0.518 -0.203 0.027
H -0.4369 1.4086 23.1923 -0.323 -0.276 -0.159
H -4.8871 1.0648 22.6549 -0.005 0.002 1.257
H -5.5011 2.0466 21.7436 0.133 0.810 -0.294
C -6.9476 -8.8396 18.8230 0.343 0.639 -0.885
C -5.5900 -9.1238 18.1437 0.757 -0.324 0.886
C -5.6493 -10.6057 17.6836 1.801 0.519 1.064
C -4.4075 -11.0438 16.8982 -1.430 0.517 0.136
C -4.2273 -10.1533 15.6894 0.434 0.260 -0.180
C -4.1911 -8.5990 15.9637 -1.291 -1.221 -0.197
N -5.2804 -8.2762 16.9431 -0.779 -0.808 0.077
O -5.3891 -6.8668 17.1843 0.525 -0.679 0.253
C -2.7929 -8.2281 16.3378 0.604 0.281 1.425
C -4.5070 -7.8601 14.6516 -0.578 0.612 0.126
C -4.5461 -8.9451 19.3055 0.615 0.834 -0.242
H -7.7409 -9.0509 18.1060 -0.231 0.511 0.031
H -6.9090 -7.8123 19.1853 -0.540 0.125 -0.283
H -7.1538 -9.4554 19.6985 0.495 -0.302 -0.101
H -5.4481 -11.1458 18.6087 -1.177 -0.288 0.292
H -6.6028 -10.8478 17.2142 0.141 -0.036 -0.026
H -4.5858 -12.0971 16.6813 0.296 -0.021 -0.585
H -3.5511 -11.0371 17.5724 0.183 0.269 -0.066
H -4.9857 -10.3294 14.9265 -0.149 -0.218 0.115
H -3.2621 -10.4548 15.2825 0.059 0.371 -0.561
H -2.0731 -8.5371 15.5798 -0.075 0.435 -0.209
H -2.7504 -7.1698 16.5955 0.265 0.221 -0.412
H -2.4697 -8.7257 17.2521 -0.052 -0.294 0.081
H -4.3569 -6.7876 14.7752 1.003 0.081 -0.061
H -3.9458 -8.2818 13.8177 0.168 0.268 0.060
H -5.5526 -7.7871 14.3525 -0.375 -1.062 0.176
H -3.5125 -9.0818 18.9874 -0.013 -0.527 -0.034
H -4.7191 -9.4498 20.2560 -0.285 -0.851 -0.390
H -4.5034 -7.9262 19.6901 -0.401 0.576 -0.518
H -6.0455 -6.6159 16.5302 -0.218 0.209 0.039
C -1.2332 -0.2131 18.9756 -1.671 -1.150 -0.678
C -1.0871 -1.7838 18.6852 1.287 -1.112 1.055
C -1.3825 -2.6554 20.0288 -0.646 -0.150 -0.813
C -1.6180 -4.1794 19.8143 0.054 0.589 -1.450
C -2.5905 -4.4058 18.6545 0.431 1.116 -0.279
C -2.2434 -3.6868 17.2944 1.612 -0.317 0.399
N -1.9338 -2.2519 17.5405 -1.535 -0.547 2.616
O -1.7459 -1.5654 16.3450 0.442 0.177 0.040
C -1.0152 -4.3373 16.5788 0.224 -0.530 0.169
C -3.4547 -3.8481 16.4105 -0.453 0.110 -0.563
C 0.4053 -2.0582 18.4161 0.179 1.096 -0.807
H -0.6631 0.2373 19.7881 0.681 -0.526 -0.292
H -2.2536 0.0507 19.2536 -0.448 -0.544 0.254
H -1.1836 0.3481 18.0425 0.860 -0.011 -0.066
H -0.5406 -2.6617 20.7210 0.213 0.939 -0.115
H -2.2365 -2.1758 20.5071 -0.196 -0.187 0.168
H -1.9494 -4.7702 20.6683 -0.272 0.584 0.464
H -0.6617 -4.6521 19.5905 0.302 0.087 -0.297
H -3.5299 -3.9322 18.9394 -0.388 -0.312 0.155
H -2.7267 -5.4754 18.4948 -0.225 0.003 -0.287
H -0.2190 -3.6082 16.4283 -0.028 -0.119 0.063
H -0.6176 -5.1917 17.1266 0.186 0.241 0.380
H -1.1901 -4.7953 15.6053 -0.564 0.266 -0.233
H -3.7482 -4.8977 16.3977 -0.095 -0.127 0.190
H -4.3107 -3.2543 16.7311 -0.019 -0.001 0.208
H -3.2614 -3.6076 15.3650 0.206 0.289 -0.032
H 0.7466 -3.0920 18.4689 -0.226 -0.034 0.393
H 0.9836 -1.3865 19.0506 0.291 -0.401 0.277
H 0.6320 -1.7355 17.4000 0.075 0.088 -0.267
H -2.5675 -1.0690 16.3552 -0.124 0.491 -0.794
C -4.6577 0.1111 17.3037 -0.804 -0.385 -0.365
C -4.6855 0.9592 16.0115 -1.438 0.321 1.061
C -3.3675 1.7635 15.9730 -0.132 0.319 -0.750
C -3.0479 2.3493 14.6015 -0.535 -0.683 -0.725
C -3.2006 1.2726 13.5264 -0.803 -0.642 -0.574
C -4.5455 0.4269 13.4840 0.227 1.659 0.383
N -4.8606 0.0149 14.8695 3.694 0.925 -0.680
O -6.0255 -0.6517 14.8754 -2.423 -0.432 0.304
C -5.7139 1.3118 12.8823 0.096 -0.094 -0.083
C -4.3301 -0.8238 12.5733 0.243 0.308 0.287
C -5.8963 1.9240 16.1768 0.578 0.188 -0.264
H -4.2373 -0.8656 17.0640 0.641 0.058 0.496
H -5.6514 -0.1589 17.6611 -0.313 0.096 -0.368
H -4.2486 0.6390 18.1651 0.567 -0.131 -0.216
H -3.4010 2.6426 16.6166 -0.426 -0.316 0.607
H -2.5653 1.1366 16.3623 0.228 -0.073 -0.290
H -2.0484 2.7824 14.5616 0.164 -0.212 0.077
H -3.6972 3.1826 14.3330 -0.344 0.067 0.339
H -2.3456 0.6017 13.6094 -0.027 -0.272 -0.113
H -3.2245 1.7042 12.5258 0.619 0.197 -0.081
H -6.6171 0.7017 12.8721 -0.051 0.114 -0.109
H -5.9655 2.2639 13.3496 0.250 -0.320 1.054
H -5.5546 1.7427 11.8938 0.476 -0.892 -0.561
H -5.2404 -1.3583 12.3017 -0.198 0.155 0.271
H -3.8367 -0.5858 11.6309 -0.128 0.585 -0.117
H -3.6330 -1.5323 13.0207 -0.078 -0.053 0.500
H -5.8693 2.4035 17.1553 0.229 0.027 0.087
H -6.8554 1.4086 16.1273 0.104 -0.099 -0.336
H -5.8200 2.7138 15.4295 -0.359 0.039 0.000
H -5.8590 -1.5430 15.1909 -0.104 -0.166 0.362
C 0.9638 -7.9458 14.8555 -0.121 -0.808 0.188
C 2.3108 -7.2621 14.7544 0.301 1.376 -0.470
C 1.9719 -5.9277 13.9757 1.118 0.282 -0.699
C 3.0328 -4.8093 13.9983 0.099 -0.300 0.392
C 3.4718 -4.5214 15.4231 0.294 -0.163 0.030
C 3.8479 -5.7685 16.2655 -0.962 -1.833 0.335
N 2.8120 -6.8686 16.0879 -1.281 0.982 0.289
O 3.0074 -8.0136 16.9557 1.323 0.992 -1.612
C 5.2180 -6.3389 15.9544 1.409 0.892 -1.056
C 3.7948 -5.3499 17.7405 0.333 -0.285 0.174
C 3.2970 -8.1469 13.9695 0.347 0.457 -0.014
H 1.0588 -8.9490 15.2711 0.003 -0.105 0.030
H 0.5637 -8.0496 13.8469 -0.093 -0.059 -0.060
H 0.2294 -7.4103 15.4572 0.150 0.271 0.053
H 1.8503 -6.0725 12.9022 -0.135 -0.918 -0.117
H 0.9940 -5.5347 14.2538 0.048 0.060 0.663
H 2.6484 -3.9348 13.4732 -0.361 0.266 0.382
H 3.9070 -5.0057 13.3774 0.126 -0.749 0.038
H 2.7060 -3.9352 15.9311 -0.264 -0.237 0.229
H 4.3559 -3.8843 15.4475 0.131 0.106 -0.108
H 5.4065 -6.6088 14.9153 -0.669 -0.163 -0.161
H 5.9365 -5.5211 16.0108 0.331 0.108 0.703
H 5.5815 -7.1931 16.5256 -0.477 0.191 0.403
H 2.7779 -5.0635 18.0090 -0.010 0.050 0.038
H 4.1409 -6.1440 18.4022 -0.289 -0.270 -0.110
H 4.4786 -4.5313 17.9648 -0.063 0.334 -0.334
H 3.5997 -9.0329 14.5276 -0.317 -0.071 0.091
H 4.2229 -7.5978 13.7983 -0.127 0.028 -0.172
H 2.9116 -8.4272 12.9892 -0.173 -0.117 0.059
H 2.1122 -8.2041 17.2454 -0.189 -0.077 0.494
C 2.7198 1.6097 11.6323 -0.288 0.856 -0.406
C 1.2686 1.2280 11.2510 -0.169 -0.069 0.651
C 0.5253 2.5057 10.6663 1.008 -0.397 -0.785
C 0.8300 2.8115 9.1763 -0.358 -1.540 0.327
C 0.7799 1.5498 8.2864 0.742 -0.042 0.610
C 1.4728 0.2569 8.8673 0.677 -0.360 0.009
N 1.2097 0.1228 10.3005 -1.794 -0.712 -0.036
O 1.7059 -1.1306 10.8507 1.215 2.036 -1.268
C 0.7231 -0.8731 8.1134 0.565 -0.171 0.808
C 3.0302 0.2827 8.6272 -0.791 0.163 -0.317
C 0.4503 0.7447 12.4870 0.687 1.121 0.113
H 3.3485 0.8272 12.0572 -0.325 -0.170 -0.110
H 2.7271 2.4768 12.2928 -0.146 -0.150 0.447
H 3.1900 2.0117 10.7349 0.280 -0.272 -0.115
H -0.5529 2.4977 10.8263 0.068 -0.243 0.293
H 0.9932 3.3952 11.0883 -0.543 -0.140 1.026
H 1.8003 3.3038 9.2415 0.056 0.016 -0.905
H 0.0483 3.4652 8.7895 0.355 0.476 0.093
H 1.2003 1.7573 7.3023 0.471 -0.004 -0.008
H -0.2474 1.3052 8.0164 -0.254 -0.007 0.556
H 0.7829 -0.6887 7.0408 -0.311 -0.008 -0.002
H 1.0664 -1.8895 8.3061 0.509 0.097 0.077
H -0.2850 -0.8569 8.5277 -0.274 0.164 -0.510
H 3.6495 -0.2440 9.3533 -0.550 -0.096 0.341
H 3.2949 -0.1738 7.6734 -0.044 0.406 -0.295
H 3.2943 1.3388 8.6802 0.461 -0.063 -0.370
H 0.4167 1.5226 13.2498 -0.152 0.550 -0.146
H 0.9264 -0.0468 13.0658 -0.164 -0.497 -0.625
H -0.5723 0.5698 12.1526 0.069 -0.487 0.186
H 0.9456 -1.5933 11.2105 -0.407 -0.105 0.233
C 2.1750 2.7912 18.5978 0.855 -0.475 -0.453
C 3.5631 2.5036 17.9102 0.632 0.328 1.915
C 4.5846 2.4457 19.1581 -0.157 0.650 -0.812
C 5.9505 1.7507 18.9466 -1.005 0.211 -0.967
C 5.6160 0.3846 18.3342 0.760 -0.788 2.337
C 4.8064 0.3590 17.0629 1.457 0.746 -0.194
N 3.5955 1.1930 17.2365 1.881 -0.407 3.151
O 2.7130 1.1269 16.2435 -1.747 -0.118 -2.592
C 5.8128 0.8565 15.9827 -1.007 0.562 -1.310
C 4.5575 -1.1233 16.7416 -1.763 0.189 -0.355
C 3.9100 3.6930 16.9658 0.360 -0.789 0.514
H 1.9811 2.1282 19.4411 0.142 -0.223 -0.036
H 1.3277 2.6958 17.9188 0.057 0.319 -0.147
H 2.2614 3.7977 19.0070 -0.333 0.105 -0.139
H 4.6947 3.4471 19.5744 0.235 0.465 -0.541
H 4.0877 1.9967 20.0180 -0.080 -0.756 -0.340
H 6.4758 1.8143 19.8996 -0.024 -0.863 0.120
H 6.6615 2.2014 18.2542 -0.378 0.772 -0.155
H 5.1463 -0.2158 19.1133 -0.682 0.005 0.112
H 6.5103 -0.2172 18.1722 0.335 0.245 -0.345
H 5.3298 1.0163 15.0187 -0.520 -0.306 -0.163
H 6.2010 1.8630 16.1391 0.422 -0.265 0.597
H 6.5865 0.1245 15.7513 0.209 0.134 0.471
H 5.4561 -1.7361 16.6707 0.119 0.407 -0.127
H 3.8795 -1.6443 17.4177 0.086 0.269 0.676
H 3.9735 -1.1669 15.8223 0.401 -0.116 -0.479
H 4.8906 3.4133 16.5806 -0.195 0.345 -0.737
H 4.0548 4.6559 17.4555 -0.165 -0.151 0.481
H 3.1276 3.8515 16.2236 0.310 -0.325 -0.318
H 1.9354 0.7285 16.6413 -0.315 -0.225 -0.187
```
Forces are in eV/Å.

The value obtained for the energy above the lowest of the compared OMol25 structures with the same formula, charge and spin is 106.7 kcal per mole. The molar mass comes out at 1834.922 g/mol. For the LUMO energy, the calculation gives 0.34 eV. The spin multiplicity is 1. Its orbital gap is 0.2922 hartree.